Entry 1:
Formula: C3H3I
Source: the OMol25 dataset
Level of theory: ωB97M-V/def2-TZVPD

Gap between HOMO and LUMO, eV: 7.65
LUMO, eV: -1.14
Molar mass, g mol⁻¹: 165.961

CARTESIAN COORDINATES (ANGSTROEM)
1 C 1.042396 0.346479 0.243981
2 C 2.135723 1.128972 -0.131046
3 C -0.255567 0.382316 -0.085140
4 I 1.721221 3.069010 0.562266
5 H 1.638266 -0.393213 0.940345
6 H -0.923503 -0.286347 0.301463
7 H -0.645272 1.267419 -0.660570

Forces on the atoms, in the same order (eV/Å):
0.42 -1.45 1.20
0.46 1.36 -0.38
1.54 2.48 -0.70
0.35 0.07 -0.13
-1.68 0.52 -1.10
-1.62 -1.75 0.70
0.53 -1.22 0.40

---

Entry 2:
Formula: C3H3I
Source: the OMol25 dataset
Level of theory: ωB97M-V/def2-TZVPD

Gap between HOMO and LUMO, eV: 9.54
LUMO, eV: 0.48
SMILES: CC#CI
Molar mass, g mol⁻¹: 165.961

CARTESIAN COORDINATES (ANGSTROEM)
1 C -0.142851 -0.158824 -0.025593
2 C -1.176828 -1.185589 -0.371365
3 C -1.933122 -2.105138 -0.736147
4 I -3.343659 -3.456358 -1.201712
5 H -0.445299 0.560429 -0.663050
6 H 0.887156 -0.514695 -0.472554
7 H -0.228679 0.265285 1.033000

Forces on the atoms, in the same order (eV/Å):
0.90 -2.88 0.89
-1.48 -3.09 -0.39
2.00 2.88 1.21
0.35 0.28 0.06
-0.56 3.20 -1.98
-1.79 0.68 1.65
0.58 -1.06 -1.44

---

Entry 3:
Formula: C3H3I2N
Source: the OMol25 dataset
Level of theory: ωB97M-V/def2-TZVPD

Gap between HOMO and LUMO, eV: 9.33
LUMO, eV: -0.69
Molar mass, g mol⁻¹: 306.872

CARTESIAN COORDINATES (ANGSTROEM)
1 C 0.335295 1.389321 -0.094498
2 C -0.538768 -0.721278 0.387929
3 C 0.468763 0.080884 -0.574607
4 N 0.389485 2.419351 0.414435
5 I -2.549463 -0.291299 -0.157319
6 I 2.559312 -0.446250 -0.077227
7 H -0.416654 -1.711757 0.139325
8 H -0.436891 -0.503432 1.472399
9 H 0.188923 -0.215536 -1.510439

Forces on the atoms, in the same order (eV/Å):
0.58 2.52 -0.27
0.77 1.95 -0.01
-0.34 -1.81 4.57
-0.38 -0.09 -0.11
-0.09 0.12 -0.03
-0.80 -0.15 -0.43
0.22 -2.35 -0.03
0.19 -0.14 -0.96
-0.16 -0.06 -2.73

---

Entry 4:
Formula: C3H3I2N
Source: the OMol25 dataset
Level of theory: ωB97M-V/def2-TZVPD

Gap between HOMO and LUMO, eV: 9.52
LUMO, eV: -0.29
SMILES: C=C(I)C#N.I
Molar mass, g mol⁻¹: 306.872

CARTESIAN COORDINATES (ANGSTROEM)
1 C 0.249435 -1.543009 -0.000369
2 C -0.871311 -1.372098 0.707469
3 I -2.671657 -2.182968 -0.059943
4 C -0.944885 -0.760986 1.952963
5 N -1.046284 -0.377925 3.031084
6 H 0.334023 -1.919314 -1.091047
7 H 1.193712 -1.345190 0.370892
8 I -2.150674 2.207019 -0.267988
9 H -1.189675 3.496420 -0.654703

Forces on the atoms, in the same order (eV/Å):
-1.32 -0.87 -2.40
0.35 -1.01 -2.43
0.18 0.41 0.18
-0.04 -0.07 1.37
0.01 0.33 0.10
-0.80 0.36 2.09
1.64 0.87 1.10
0.51 0.69 -0.23
-0.52 -0.71 0.22